No. 1
ORCA calculation (the ωB97M-V functional and the def2-TZVPD basis) on 2 unconnected molecules or ions with the total composition C5H8.

Structure (XYZ):
```
13
Properties=species:S:1:pos:R:3:forces:R:3
C -0.339992 -0.719041 0.966519 0.0182 -0.1570 0.0604
C -1.324690 -0.221087 -0.125497 -0.0777 0.2336 0.3656
C -0.568580 0.936061 -0.737057 -0.8685 0.4496 -0.5450
C 0.751678 0.876235 -0.404469 1.6605 -1.1971 -0.0633
C 0.962385 -0.126617 0.520558 0.0266 0.0739 0.1980
H -0.261045 -1.809411 1.043123 -0.0945 0.1489 -0.0264
H -0.635563 -0.355013 1.960552 0.0366 -0.0238 -0.1158
H -1.544723 -1.021282 -0.848148 0.1011 0.1801 0.0102
H -2.287071 0.107068 0.284236 0.1255 -0.1089 -0.0277
H -1.053475 1.729351 -1.297524 0.1062 -0.2181 -0.0583
H 1.832999 0.965416 -1.008164 -1.1712 0.7108 0.4167
H 2.516499 0.093046 -1.184440 0.3653 -0.1039 -0.2276
H 1.951573 -0.454722 0.830311 -0.2281 0.0118 0.0132
```
Positions in Å, forces in eV/Å.

## Properties
* M: 68.12 g mol⁻¹
* net charge: 0
* max |F|: 0.040 Eh/bohr
* energy above the lowest of the compared OMol25 structures with the same formula, charge and spin: 116.3 kcal/mol
* LUMO energy (spin up / spin down): 0.002 / -0.018 hartree
* E_HOMO (spin up / spin down): -8.6 / -7.3 eV

---

No. 2
ORCA calculation (the ωB97M-V functional and the def2-TZVPD basis) on a molecular structure, C5H8AgFO4.

Structure (XYZ):
```
19
Properties=species:S:1:pos:R:3:forces:R:3
C 1.878902 0.255287 2.771748 0.7601 -0.1017 0.2299
O 0.554180 0.469781 2.470912 -0.5482 0.1682 -0.3813
Ag 0.023756 2.113501 1.098828 0.2401 -0.2753 0.4156
C 2.768427 1.472145 2.502847 0.1795 0.1560 0.0534
H 2.016602 -0.034010 3.840642 -0.1626 0.1734 -0.2811
H 2.315807 -0.595297 2.192804 -0.2425 0.2244 0.0633
H 3.803769 1.307279 2.839136 -0.2227 0.0334 -0.1031
H 2.804271 1.694545 1.422566 -0.0577 -0.0713 0.2168
H 2.382752 2.359086 3.033061 0.0450 -0.2715 -0.1090
C -0.211795 -0.608978 0.450270 -0.6175 -0.2820 -1.2019
O -1.462048 -0.620398 0.986079 0.1813 0.2784 0.2665
C -1.601936 -1.718012 1.836405 -0.0568 -0.0508 0.2162
C -0.240684 -2.409175 1.785164 0.0395 -0.0046 0.1806
O 0.414570 -1.753052 0.698797 0.3568 0.1117 0.1273
O 0.109599 0.202241 -0.392041 0.1071 -0.2675 0.6577
F -2.585025 -2.525958 1.314686 0.0378 -0.0280 0.0402
H -1.929707 -1.391507 2.827855 0.1001 -0.0562 -0.2262
H 0.335280 -2.240074 2.700796 -0.1340 -0.0024 -0.1989
H -0.331371 -3.475582 1.557412 -0.0053 0.2658 0.0342
```
Positions in Å, forces in eV/Å.

## Properties
* M: 258.98 g mol⁻¹
* net charge: 0
* max |F|: 0.027 Eh/bohr
* energy above the lowest of the compared OMol25 structures with the same formula, charge and spin: 10.8 kcal/mol
* LUMO energy: -0.034 hartree
* E_HOMO: -8.4 eV

---

Q: Which of these has the lowest energy above the lowest of the compared OMol25 structures with the same formula, charge and spin?
A: C5H8AgFO4

---

Q: Which of these has the lowest max |F|?
A: C5H8AgFO4